[1]
Entry from the OMol25 dataset: 10 unconnected molecules or ions with the total composition C44H82Cl6N2O11S in a non-equilibrium geometry (the ωB97M-V functional and the def2-TZVPD basis).

CARTESIAN COORDINATES (ANGSTROEM)
C -0.15495 -5.67834 3.31001
C 0.13920 -4.17146 2.94062
C -0.15819 -3.76272 1.47381
C -0.11201 -2.21728 1.12717
N 0.17879 -1.94131 -0.42108
C 1.65904 -2.37804 -0.73260
C 2.22307 -1.18717 -1.59188
C 1.14294 -0.23301 -1.84815
C 0.03467 -0.44733 -0.77763
C -0.84476 -2.55566 -1.40207
H 0.31490 -5.95409 4.25410
H 0.18171 -6.43109 2.59719
H -1.20775 -5.88265 3.50488
H 1.17434 -3.95881 3.20779
H -0.38969 -3.47597 3.59230
H -1.00969 -4.36186 1.15123
H 0.65814 -4.21829 0.91331
H 0.73306 -1.75762 1.63967
H -1.02093 -1.70583 1.44403
H 1.63414 -3.31908 -1.28208
H 2.16746 -2.59074 0.20781
H 2.71405 -1.53811 -2.49956
H 2.99653 -0.64633 -1.04658
H 0.69701 -0.45616 -2.81740
H 1.53774 0.78298 -1.84611
H -0.98647 -0.09598 -0.92567
H 0.40886 0.04738 0.11867
H -0.69012 -3.63375 -1.35850
H -0.70176 -2.29105 -2.44975
H -1.79146 -2.30608 -0.92293
C -5.91148 2.41763 -3.20058
C -5.60648 3.74812 -3.99634
C -5.50645 4.96671 -3.00750
C -5.15239 6.33703 -3.70478
C -3.85465 6.23513 -4.35641
C -3.73876 4.97178 -5.26169
N -4.28016 3.74585 -4.76215
O -4.06158 2.54434 -5.57313
C -2.13840 4.72640 -5.28839
C -4.29862 5.31364 -6.64174
C -6.96065 3.91250 -4.89569
H -5.73886 2.57443 -2.13582
H -5.19559 1.62257 -3.40918
H -6.86617 1.93901 -3.41873
H -4.77211 4.77712 -2.22462
H -6.44525 5.21645 -2.51314
H -5.16360 7.28386 -3.16488
H -5.89950 6.44505 -4.49108
H -3.10396 6.23946 -3.56612
H -3.74669 7.14633 -4.94477
H -1.62010 5.67990 -5.38990
H -1.88323 3.96061 -6.02090
H -1.76631 4.44942 -4.30201
H -4.44108 4.42782 -7.26071
H -3.56108 5.89510 -7.19495
H -5.21608 5.88842 -6.51516
H -7.89063 3.93931 -4.32779
H -7.02074 3.06696 -5.58095
H -6.91902 4.79422 -5.53518
C 7.50723 -5.21557 3.77821
C 6.99224 -6.66927 3.99996
C 7.20717 -7.02319 5.57495
S 6.91524 -5.44395 6.41816
O 7.73512 -5.31620 7.64172
O 5.50701 -5.06540 6.38562
C 7.82987 -4.47450 5.09749
H 6.71681 -4.58882 3.36523
H 8.30106 -5.22772 3.03136
H 7.39619 -7.31547 3.22063
H 5.91249 -6.57884 3.88143
H 8.19811 -7.31872 5.91965
H 6.51869 -7.74335 6.01706
H 8.89904 -4.56361 5.28992
H 7.60089 -3.41550 5.21657
O -3.78977 -3.75903 8.64759
C -4.28651 -4.51900 9.48803
O -4.07657 -4.21221 10.78376
C -4.46203 -5.20435 11.69316
C -4.45645 -6.43359 10.80057
C -4.89541 -5.83238 9.42276
H -5.44822 -4.86869 12.01387
H -3.86430 -5.08977 12.59743
H -4.99814 -7.30536 11.16761
H -3.48691 -6.92977 10.75728
H -5.97906 -5.71521 9.41383
H -4.43638 -6.32302 8.56448
O 5.87992 2.08815 9.26288
C 4.80517 1.88342 8.76537
O 3.94850 2.86410 8.41187
C 2.62560 2.42196 8.46875
C 2.76927 0.90847 8.25685
C 4.18840 0.56906 8.60256
H 1.97379 2.77939 7.67159
H 2.26497 2.63859 9.47428
H 2.39163 0.60985 7.27894
H 2.11853 0.43289 8.99064
H 4.60331 -0.13144 7.87782
H 4.30326 0.05614 9.55745
O 7.03487 7.73067 -3.86056
C 6.18224 7.82428 -4.70482
O 5.29169 8.77861 -4.75140
C 4.41354 8.59289 -5.86895
C 4.93276 7.47010 -6.69897
C 5.63793 6.66463 -5.60455
H 4.33323 9.48442 -6.49092
H 3.45058 8.29545 -5.45383
H 5.79159 7.74393 -7.31177
H 4.07511 6.95591 -7.13273
H 6.32461 5.99917 -6.12775
H 4.99014 6.06043 -4.96940
O 1.77756 -1.38966 -11.40427
C 0.84024 -0.59920 -11.37038
O -0.09933 -0.60802 -12.22846
C -1.09368 0.42705 -12.16211
C -0.43297 1.38093 -11.22091
C 0.56272 0.50430 -10.43980
H -2.01211 -0.02876 -11.79221
H -1.25520 0.71215 -13.20170
H -1.17089 1.87761 -10.59093
H 0.00707 2.11897 -11.89154
H 0.16740 0.26541 -9.45250
H 1.45302 1.06432 -10.15374
Cl -3.80362 2.54698 5.09783
C -5.58972 1.97309 5.49800
C -6.28980 1.80733 4.20460
Cl -8.00905 1.39809 4.43407
H -5.98766 2.89459 5.92295
H -5.64721 1.06598 6.09963
H -5.84593 1.00756 3.61177
H -6.30063 2.69306 3.56940
Cl 1.91402 5.83813 0.43043
C 2.87052 6.31188 1.81144
C 2.60978 5.33281 2.95215
Cl 3.11117 3.66453 2.65682
H 2.43883 7.26522 2.11622
H 3.90818 6.38621 1.48612
H 1.58184 5.27394 3.30990
H 3.15068 5.78422 3.78388
Cl 0.72297 -11.54991 -3.58956
C -0.68901 -10.65196 -4.29866
C -0.66950 -9.18327 -3.85729
Cl -1.10984 -9.04421 -2.07807
H -1.63036 -11.16422 -4.09975
H -0.56688 -10.57382 -5.37897
H -1.35908 -8.56643 -4.43358
H 0.29017 -8.70319 -4.04875

The value obtained for the HOMO energy is -3.267 eV. The calculation puts the largest force on an atom at 4.65 eV/Å. The calculation puts the total energy at -5821.832242 Ha. For the frontier orbital gap, the calculation gives 2.27 eV. Its net charge is 0.

Atomic partial charges in e from the Mulliken method, atoms 1 to 5: -1.28, -0.69, -0.39, -0.75, 0.15

[2]
Entry from the OMol25 dataset: 5 unconnected molecules or ions with the total composition C44H87N4O6P in a non-equilibrium geometry (the ωB97M-V functional and the def2-TZVPD basis).

CARTESIAN COORDINATES (ANGSTROEM)
C -1.33866 0.11466 -1.20736
C -0.74790 -0.92593 -1.22824
C -0.01803 -2.18175 -1.24270
C 1.32541 -1.90355 -0.44200
C 1.97702 -3.10832 0.20944
C 3.26945 -2.67524 0.92233
C 4.53468 -2.75025 0.03907
C 5.26063 -1.40561 -0.11317
C 5.79630 -1.12131 -1.52024
C 5.95049 0.37390 -1.73427
C 6.91093 0.80192 -2.84089
O 7.55571 2.02487 -2.46977
C 6.87761 3.15148 -2.97141
C 2.11803 -1.37007 -1.60550
O 2.71859 -0.35967 -1.74652
O 1.94884 -2.29546 -2.63284
C 0.56081 -2.65867 -2.62602
C -0.06754 -2.12509 -3.92181
C 0.71028 -2.14512 -5.07754
C 0.19646 -1.70888 -6.28602
C -1.10600 -1.23668 -6.35813
C -1.89312 -1.23019 -5.22097
C -1.37655 -1.68047 -4.01654
P 0.36798 -4.49124 -2.73236
O 0.65792 -5.18218 -1.47230
O 1.28161 -4.99270 -3.92702
O -1.11132 -4.77192 -3.27769
H -1.83153 1.04085 -1.05091
H -0.53476 -2.97620 -0.70970
H 1.12998 -1.09583 0.25654
H 2.22531 -3.87094 -0.51554
H 1.27919 -3.50418 0.94232
H 3.41204 -3.32543 1.78374
H 3.13742 -1.67195 1.32895
H 4.24066 -3.06940 -0.96082
H 5.21309 -3.48150 0.46604
H 6.11855 -1.36470 0.56028
H 4.60452 -0.58826 0.18360
H 5.09235 -1.52364 -2.25156
H 6.73899 -1.64263 -1.68532
H 4.98291 0.84322 -1.91237
H 6.33762 0.81341 -0.81329
H 6.38428 0.99045 -3.77622
H 7.68850 0.05649 -2.99082
H 7.22055 3.38411 -3.98404
H 7.10728 4.01157 -2.34849
H 5.79465 3.01542 -2.97726
H 1.72690 -2.50256 -5.04074
H 0.81657 -1.73901 -7.16814
H -1.49200 -0.88202 -7.30178
H -2.90927 -0.86965 -5.28359
H -2.01379 -1.68639 -3.14933
H 0.75493 -5.39784 -4.62715
H -1.75323 -4.38427 -2.66902
C -7.73481 -2.73704 -1.27461
C -7.67285 -2.27529 -2.72273
N -6.62425 -1.30118 -2.96784
C -6.72261 -0.65843 -4.26628
C -6.53694 -1.52166 -5.52117
C -5.29176 -1.70384 -2.56104
C -4.71008 -2.98612 -3.17187
H -7.84071 -1.88646 -0.60011
H -8.59383 -3.39415 -1.13526
H -6.84653 -3.29939 -0.98287
H -8.62322 -1.79751 -2.97446
H -7.59150 -3.16184 -3.37227
H -6.00205 0.16414 -4.29112
H -7.70797 -0.18538 -4.31773
H -5.49285 -1.78596 -5.68769
H -6.87183 -0.96635 -6.39932
H -7.11952 -2.44204 -5.47505
H -5.28829 -1.81253 -1.47341
H -4.61382 -0.86833 -2.75987
H -5.43325 -3.80232 -3.19295
H -3.86274 -3.32014 -2.56795
H -4.34073 -2.82880 -4.18455
C 1.30278 3.60287 3.05393
C 2.72036 3.65751 2.50558
N 3.14119 2.42040 1.87757
C 4.56467 2.36772 1.59719
C 5.15273 3.36421 0.58986
C 2.27723 1.91857 0.82066
C 2.01792 2.81720 -0.39551
H 1.18342 2.77139 3.74971
H 1.08151 4.52901 3.58720
H 0.55880 3.49896 2.26290
H 3.39752 3.84876 3.34270
H 2.80461 4.52690 1.83273
H 4.79810 1.35250 1.26515
H 5.09439 2.49108 2.54749
H 4.88846 3.10117 -0.43401
H 6.24279 3.33680 0.65096
H 4.84129 4.39200 0.77966
H 1.31266 1.66285 1.26824
H 2.69129 0.96687 0.47522
H 1.81430 3.84938 -0.10483
H 1.14619 2.45040 -0.94135
H 2.85433 2.81639 -1.09284
C -4.25770 -7.64495 3.16779
C -4.44028 -6.37870 2.34587
N -3.22573 -5.59271 2.23081
C -3.44257 -4.26618 1.68795
C -3.92228 -4.13749 0.23611
C -2.06288 -6.29887 1.71735
C -2.17289 -6.96426 0.33893
H -3.86023 -7.41154 4.15614
H -5.21979 -8.14290 3.29359
H -3.58544 -8.35481 2.68531
H -5.18701 -5.75096 2.84010
H -4.86597 -6.65235 1.36640
H -2.51352 -3.69971 1.80220
H -4.17167 -3.76573 2.33296
H -3.12085 -4.34611 -0.47483
H -4.26212 -3.11557 0.05221
H -4.75505 -4.80579 0.01433
H -1.78125 -7.06499 2.44325
H -1.22414 -5.59812 1.71355
H -3.10837 -7.51226 0.21433
H -1.35724 -7.67714 0.21225
H -2.08338 -6.23865 -0.46787
C 2.05461 7.55631 4.02209
C 0.77473 7.62924 4.84021
N 1.01149 7.81792 6.25948
C -0.17485 7.61642 7.07179
C -1.35080 8.58605 6.89570
C 1.83796 8.95927 6.61165
C 1.37266 10.35280 6.16539
H 2.71592 6.77487 4.39995
H 1.81412 7.32547 2.98314
H 2.60069 8.50003 4.02560
H 0.23566 6.68472 4.72370
H 0.12548 8.40851 4.40888
H 0.13066 7.61547 8.12163
H -0.53411 6.60226 6.87057
H -1.15511 9.55487 7.35321
H -2.23866 8.17495 7.38006
H -1.59615 8.74578 5.84540
H 2.83764 8.78799 6.20600
H 1.96977 8.95189 7.69637
H 1.01917 10.35389 5.13341
H 2.20702 11.05427 6.22499
H 0.57730 10.74495 6.79724

The value obtained for the HOMO energy is -7.933 eV. The calculation puts the largest force on an atom at 1.43 eV/Å. Its structure (SMILES) is C#C[C@@H]1[C@@H](CCCCCCCOC)C(=O)O[C@@]1(c1ccccc1)P(=O)(O)O.CCN(CC)CC.CCN(CC)CC.CCN(CC)CC.CCN(CC)CC. The calculation puts the total energy at -2740.495616 Ha. For the frontier orbital gap, the calculation gives 8.33 eV. Its net charge is 0.

Atomic partial charges in e from the Mulliken method, atoms 1 to 5: 0.00, -1.91, 1.31, 0.43, -0.87

- Which value of frontier orbital gap does entry 2 give?
  8.33 eV

- What is the largest force on an atom in the first record?
  4.65 eV/Å